(1)
The following is a DFT calculation (wB97M-V/def2-TZVPD) of a 2-piece molecular cluster, C5H7N3O2 overall.

Last column: Mulliken charge in e.
Geometry (Å):
O -0.77323 3.85349 -1.73748  -0.320
O -2.77819 3.38053 -0.76369  -0.372
N -0.92572 -1.06976 0.92925  -0.325
N -2.40750 -0.31354 -0.72344  -0.711
N 2.56033 -1.96301 0.47479  -0.473
C 1.45232 -1.12356 0.41520  0.900
C -1.62728 -0.08388 0.33673  -0.050
C 1.52320 0.04049 -0.17685  -0.951
C -1.77414 3.59778 -1.28572  0.693
C 0.22404 -1.56765 1.13459  -0.292
H 2.40857 0.35263 -0.78823  0.218
H 0.68418 0.65373 -0.43650  0.221
H 0.37524 -2.33371 1.79490  0.437
H 2.60712 -2.83002 0.93690  0.165
H -3.21694 0.30452 -0.81478  0.270
H -1.69562 0.87619 0.85941  0.409
H 3.36360 -1.77422 -0.15507  0.182

The SMILES is [H]/N=C/N=C\C(=C)N.O=C=O. The frontier orbital gap comes out at 8.87 eV.

***

(2)
The following is a DFT calculation (wB97M-V/def2-TZVPD) of a 2-piece molecular cluster, C5H7N3O2 overall.

Last column: Mulliken charge in e.
Geometry (Å):
O 1.40658 3.66655 3.49190  -0.669
O 0.03828 -1.69076 -1.64095  -0.363
N 1.52748 -0.11452 -2.09496  -0.581
N 0.82559 2.58105 0.16618  -0.526
N -1.13362 -0.88704 0.16441  -0.215
C 0.72518 0.30680 -1.03225  0.270
C 0.82686 1.57051 -0.40986  0.293
C -2.01741 -2.03647 0.16153  -0.776
C 1.08796 -1.27375 -2.41025  -0.040
C -0.18074 -0.71567 -0.74271  0.437
H 1.13259 3.61267 2.57118  0.356
H -1.46384 -2.97523 0.31438  0.276
H -2.57011 -2.10588 -0.78556  0.271
H -1.13529 -0.24478 0.96813  0.264
H 2.22333 4.18957 3.46634  0.312
H 1.44478 -1.96952 -3.16444  0.388
H -2.73763 -1.91353 0.97694  0.302

The SMILES is CNc1ocnc1C#N.O. The frontier orbital gap comes out at 8.98 eV.

***

(3)
The following is a DFT calculation (wB97M-V/def2-TZVPD) of one molecule with the formula C5H7N3S.

Last column: Mulliken charge in e.
Geometry (Å):
S 0.55095 -2.92977 -1.38579  -0.461
N -0.13379 2.33328 -0.44083  -0.808
N 0.00372 0.99165 0.05656  0.320
N 0.10060 0.02072 -2.19281  -0.283
C -0.08523 0.66844 1.35243  0.182
C 0.16201 -1.93067 -0.18468  0.003
C 0.04788 -1.81657 1.17227  -0.224
C -0.22298 -0.56281 1.88298  -0.853
C 0.04645 0.06766 -0.87925  0.177
H 0.05927 -2.79262 1.53772  0.385
H -0.03645 1.49968 1.95270  0.320
H -0.22193 2.91867 0.48584  0.287
H -0.08984 -0.66608 2.88217  0.387
H 0.34281 -0.90755 -2.41998  0.051
H 0.45708 0.68067 -2.87700  0.272
H -0.98054 2.42528 -0.94233  0.245

The frontier orbital gap comes out at 7.52 eV.

***

(4)
The following is a DFT calculation (wB97M-V/def2-TZVPD) of an isolated ion of composition C5H7N4 and charge +1.

Last column: Mulliken charge in e.
Geometry (Å):
N -2.09362 -1.13541 -1.30786  0.217
N -1.05625 0.42317 -0.19766  0.053
N -1.38130 -0.47582 -2.21574  -0.515
N 3.20848 -0.58217 1.27245  -0.399
C 0.99072 0.56695 1.02711  -0.505
C -0.27716 1.22528 0.69350  -0.597
C -0.72610 0.45840 -1.59918  -0.122
C -1.82475 -0.63521 -0.10274  0.094
C 2.16318 0.20399 0.98298  0.577
H -2.31649 -1.23390 0.66002  0.390
H 3.48081 -1.25611 0.59253  0.224
H -0.16808 1.11754 -2.18864  0.477
H 3.81430 -0.42638 2.04648  0.227
H -0.95388 1.39857 1.55703  0.333
H -0.14838 2.27008 0.17696  0.306
H -2.71147 -1.91898 -1.39724  0.241

The SMILES is NC#CCn1cn[nH+]c1. The frontier orbital gap comes out at 8.56 eV. Its total charge is +1.

***

(5)
The following is a DFT calculation (wB97M-V/def2-TZVPD) of an isolated ion of composition C5H7N4 and charge +1.

Last column: Mulliken charge in e.
Geometry (Å):
N 0.96980 -1.45598 1.10322  -0.651
N -0.44313 0.67192 2.57182  -0.161
N -0.84950 1.25269 0.33597  -0.133
N 0.91777 -1.17138 2.36868  0.148
C 0.49003 -0.86164 0.02888  -0.245
C -0.24180 0.25256 -0.39957  0.899
C -0.36863 0.50366 -1.87134  -1.494
C 0.21877 -0.28981 3.13309  0.007
C -0.57392 1.38298 1.60363  0.239
H 1.43120 -1.86503 2.91478  0.280
H 0.18540 -0.44414 4.19750  0.403
H -0.11197 -0.38147 -2.44157  0.395
H 0.30812 1.30046 -2.18532  0.345
H -1.21029 2.03817 -0.20213  0.307
H 0.78221 -1.47157 -0.82273  0.263
H -1.38758 0.79126 -2.12898  0.398

The frontier orbital gap (alpha / beta) comes out at 7.06 / 7.02 eV. Its total charge is +1.

***

(6)
The following is a DFT calculation (wB97M-V/def2-TZVPD) of an isolated ion of composition C5H7N4 and charge +1.

Last column: Mulliken spin population.
Geometry (Å):
N -0.94369 -1.05046 0.35582  0.411
N 0.19431 -0.44022 0.19196  -0.111
N -1.52062 2.49510 -0.49905  0.127
N 0.87395 1.78866 -0.24328  0.194
C 0.01538 0.81190 -0.10950  0.244
C 1.28461 -1.25404 0.13221  0.691
C -1.43877 1.24165 -0.20882  -0.039
C -0.70403 -2.35711 0.35107  -0.045
C 0.75389 -2.52618 0.28921  0.502
H 1.86316 1.65915 -0.29402  -0.003
H 2.28513 -1.15704 -0.17129  0.011
H 1.01568 -3.55101 0.09574  0.008
H -1.39042 -3.18352 0.51022  0.015
H 0.18841 2.50524 -0.47664  -0.001
H -2.46519 2.88002 -0.76550  -0.003
H -2.20671 0.54481 0.20751  0.000

As for the expectation value of S²: 2.05. The frontier orbital gap (alpha / beta) comes out at 6.89 / 6.25 eV. As for the spin multiplicity: 3. Its total charge is +1.

***

(7)
The following is a DFT calculation (wB97M-V/def2-TZVPD) of C5H7NO as an isolated structure.

Last column: Mulliken charge in e.
Geometry (Å):
O 0.06758 2.10267 -0.50877  -0.495
N -0.61389 -0.12363 -0.43744  -0.059
C -0.05057 -1.40011 -0.31837  -0.588
C 1.29097 -1.25376 -0.17865  -0.448
C 0.41168 0.80230 -0.39137  0.466
C -2.10997 0.22267 0.80237  -0.639
C 1.59839 0.15600 -0.22317  -0.503
H 2.00838 -2.05443 -0.04918  0.403
H -0.68411 -2.27503 -0.35174  0.444
H -1.87474 -0.62192 1.46927  0.177
H 0.87253 2.63238 -0.44551  0.337
H -1.64484 1.11354 1.25457  0.156
H 2.57479 0.61525 -0.13401  0.369
H -1.64719 0.08379 -0.65532  0.379

The frontier orbital gap comes out at 8.94 eV.

***

(8)
The following is a DFT calculation (wB97M-V/def2-TZVPD) of one molecule with the formula C5H7NO.

Last column: Mulliken charge in e.
Geometry (Å):
O 0.24349 0.25928 2.42400  -0.526
N -1.53998 1.82639 -0.36524  -0.580
C 0.77181 0.09075 -0.07948  0.037
C -0.70915 -0.36794 0.11469  -0.290
C 1.82558 -0.95475 -0.38342  -1.294
C 0.16825 0.07909 1.24427  0.470
C -1.79084 0.58814 -0.22499  -0.249
H -2.39806 2.35253 -0.52233  0.240
H 1.67620 -1.85104 0.22973  0.292
H -2.80095 0.16058 -0.27338  0.381
H 2.81995 -0.56060 -0.15312  0.354
H 1.80400 -1.25249 -1.43636  0.327
H 0.85835 1.05783 -0.57541  0.463
H -0.92865 -1.42775 0.00106  0.375

The SMILES is [H]/N=C/[C@@H]1C(=O)[C@H]1C. The frontier orbital gap comes out at 10.06 eV.

***

Calculated energy relative to the best compared isomer or geometry (same formula, charge and spin), 209.83 121.11 323.08 187.42 290.91 105.99 474.21 215.00 kJ/mol (same order as the records).